Record 1
11
Properties=species:S:1:pos:R:3:nbo_charge:R:1 method="wB97M-V/def2-TZVPD" homo_lumo_gap_ev="8.593 / 7.522" e_homo_ev="-8.57 / -8.10"
C -0.17451 0.11309 0.00905 -0.06
C 0.66665 1.32676 0.23076 -0.72
C 0.34903 -1.26935 -0.07956 -0.73
O -2.81729 -0.77622 -0.40260 -0.89
S -2.08693 0.49337 -0.26708 0.95
H 0.42524 1.47925 1.30006 0.25
H 1.72516 1.13154 0.10317 0.23
H 0.51210 2.27161 -0.48236 0.24
H 1.09989 -1.41904 -0.96595 0.24
H 0.89744 -1.59318 0.87021 0.24
H -0.59679 -1.75783 -0.31572 0.26

***

Record 2
11
Properties=species:S:1:pos:R:3:nbo_charge:R:1 method="wB97M-V/def2-TZVPD" homo_lumo_gap_ev=9.096 e_homo_ev=-8.16
C 0.84087 0.43129 0.14895 -0.14
C -0.41668 1.14545 -0.07149 -0.59
S -1.67174 -0.16707 -0.13538 0.14
C -0.28633 -1.34511 0.07168 -0.21
O 0.70983 -0.73228 -0.62939 -0.51
H 1.15353 0.13894 1.20814 0.20
H 1.62187 0.92632 -0.52377 0.23
H -0.75630 2.23558 0.29467 0.27
H -0.66428 1.18695 -1.36952 0.24
H -0.70601 -2.46405 -0.04630 0.23
H 0.17525 -1.35600 1.05241 0.16

***

Record 3
11
Properties=species:S:1:pos:R:3:nbo_charge:R:1 method="wB97M-V/def2-TZVPD" homo_lumo_gap_ev=9.250 e_homo_ev=-8.87
C -1.69466 0.01145 0.30570 -0.23
O -0.80398 0.20965 -0.84183 -0.55
C 0.62180 0.40058 -0.91671 0.20
C 1.38600 -0.25816 0.21863 -0.72
S 1.36295 1.29042 -1.99224 0.04
H -2.65086 0.08198 -0.11739 0.20
H -1.65342 -1.04756 0.67038 0.18
H -1.51844 0.72461 1.05501 0.19
H 1.03359 -1.28195 0.56821 0.22
H 1.53658 0.36200 1.12449 0.24
H 2.38045 -0.49302 -0.07425 0.24

***

Record 4
11
Properties=species:S:1:pos:R:3:nbo_charge:R:1 method="wB97M-V/def2-TZVPD" homo_lumo_gap_ev=10.139 e_homo_ev=-9.32
O -0.40726 -2.37206 1.57482 -0.50
C 0.30616 -1.59228 1.00591 0.45
C -0.04759 -0.78612 -0.21884 -0.52
C 0.22064 0.69083 0.15942 -0.52
S -0.04147 1.75785 -1.27149 -0.03
H 1.34548 -1.44074 1.36179 0.09
H -1.08602 -0.97495 -0.49588 0.23
H 0.57835 -1.06669 -1.06632 0.23
H -0.44751 0.98095 0.96214 0.23
H 1.26111 0.72633 0.47937 0.21
H -0.83290 2.65867 -0.67908 0.13

***

The evaluated energy above the lowest of the compared OMol25 structures with the same formula, charge and spin for the records listed, in turn: 69.54 79.84 35.90 14.15 kcal/mol.